No. 1
13
Properties=species:S:1:pos:R:3:mulliken_charge:R:1 method="wB97M-V/def2-TZVPD" smiles="C#CC1=CCOC1" max_force_ev_per_a=0.526 homo_ev=-8.95 e_tot_ev=-8363.8209 homo_lumo_gap_ev=9.92 de_lowest_kj_mol=259.1
C -1.33578 -2.35545 1.53055 0.070
C -0.85354 -1.45489 0.89006 -0.562
C -0.28250 -0.31911 0.24185 0.253
C 0.57432 0.52658 0.81212 -0.403
C 0.84460 1.67337 -0.11021 -0.393
O 0.07278 1.40743 -1.27216 -0.381
C -0.59522 0.16085 -1.15857 -0.391
H -1.75852 -3.13332 2.12667 0.414
H 0.99405 0.42164 1.80593 0.426
H 0.52557 2.62700 0.33650 0.238
H 1.90893 1.76674 -0.37130 0.243
H -0.21921 -0.53858 -1.92048 0.233
H -1.67137 0.29655 -1.33015 0.254

***

No. 2
17
Properties=species:S:1:pos:R:3:mulliken_charge:R:1 method="wB97M-V/def2-TZVPD" smiles=S[C@H]1CO[C@H]2CN[C@H]21 max_force_ev_per_a=2.430 homo_ev=-8.76 e_tot_ev=-19702.0866 homo_lumo_gap_ev=9.64 de_lowest_kj_mol=213.9
S -2.15874 0.38797 -0.36365 -0.263
C -0.66002 0.66427 0.64892 -0.305
C -0.25960 -0.46918 1.61211 -0.452
O 0.82626 -1.12467 1.02982 -0.418
C 1.60625 -0.22857 0.36379 0.089
C 1.83588 -0.62245 -1.08977 -0.682
N 0.60877 0.13121 -1.51378 -0.506
C 0.55969 0.86138 -0.18843 -0.127
H -1.48319 -0.34823 -1.24737 0.180
H -1.00498 1.49494 1.26556 0.310
H 0.02891 -0.01906 2.59483 0.292
H -1.00898 -1.26199 1.76529 0.273
H 2.45151 0.12359 0.99088 0.388
H 1.63518 -1.70421 -1.23936 0.288
H 2.80728 -0.31955 -1.52543 0.289
H 0.77290 0.81129 -2.21329 0.200
H 0.97648 1.86191 -0.29455 0.442

***

No. 3
62
Properties=species:S:1:pos:R:3:mulliken_charge:R:1 method="wB97M-V/def2-TZVPD" smiles="COCCCCCCCCCCC[C@@H]1CCNC1=O.COC(=O)OC" max_force_ev_per_a=0.572 homo_ev=-9.74 e_tot_ev=-32030.3266 homo_lumo_gap_ev=10.45 de_lowest_kj_mol=0.0
C 6.11644 -2.08902 -1.70450 -0.750
O 5.47065 -1.70018 -0.51112 -0.341
C 4.60706 -0.57998 -0.64758 -0.438
C 3.16326 -0.93122 -0.29810 -0.336
C 2.36989 0.31264 0.10032 -0.368
C 0.91154 0.03655 0.47249 -0.993
C 0.02510 -0.43906 -0.68831 -0.257
C -0.49959 0.72565 -1.53455 -0.889
C -1.67866 1.51040 -0.94150 -0.802
C -2.90082 0.67849 -0.50877 -0.436
C -4.15297 0.98112 -1.33994 -0.866
C -5.32155 0.02433 -1.03897 -0.423
C -6.66634 0.74661 -0.93574 -1.069
C -7.84572 -0.17243 -0.63659 0.426
C -7.85116 -0.90885 0.71348 -0.738
C -8.22987 -2.36370 0.34406 -0.517
N -8.84112 -2.34305 -1.00656 -0.455
C -8.11336 -1.26844 -1.64677 0.114
O -7.73586 -1.30481 -2.78381 -0.520
H 6.66048 -1.25278 -2.16263 0.333
H 5.40482 -2.48865 -2.43675 0.322
H 6.83532 -2.87021 -1.45104 0.239
H 4.66261 -0.18633 -1.67069 0.340
H 4.96645 0.21038 0.02275 0.179
H 3.18205 -1.63764 0.53680 0.178
H 2.70435 -1.43371 -1.15554 0.211
H 2.86673 0.75252 0.97397 0.357
H 2.42635 1.07145 -0.69223 0.220
H 0.90162 -0.71349 1.27299 0.385
H 0.47763 0.94598 0.90235 0.306
H -0.79044 -1.04569 -0.29043 0.373
H 0.60188 -1.10982 -1.33370 0.255
H -0.75102 0.38719 -2.54628 0.299
H 0.33460 1.42880 -1.65925 0.318
H -2.01735 2.21966 -1.70600 0.439
H -1.32354 2.12909 -0.11053 0.384
H -2.70307 -0.39303 -0.59073 0.361
H -3.12934 0.87816 0.54443 0.210
H -3.88382 0.89828 -2.39808 0.351
H -4.46528 2.01728 -1.17203 0.345
H -5.12277 -0.50736 -0.10075 0.282
H -5.39344 -0.72534 -1.83113 0.321
H -6.86651 1.27718 -1.87160 0.317
H -6.61141 1.50138 -0.14204 0.373
H -8.76589 0.42881 -0.69796 0.397
H -6.86697 -0.87152 1.18364 0.301
H -8.56982 -0.45688 1.39946 0.324
H -8.91663 -2.83901 1.04327 0.370
H -7.31360 -2.95301 0.27133 0.273
H -9.81087 -2.05167 -0.90775 0.301
C 8.75024 2.29336 4.83915 -0.623
O 9.19736 1.74354 3.59679 -0.336
C 8.21384 1.37900 2.77554 0.777
O 7.03694 1.48010 3.00160 -0.553
O 8.75633 0.88538 1.66612 -0.334
C 7.80041 0.43661 0.69988 -0.631
H 9.65200 2.53858 5.39140 0.213
H 8.15695 3.18969 4.66988 0.295
H 8.15826 1.56477 5.38934 0.295
H 7.16536 1.26223 0.38332 0.311
H 7.18686 -0.36726 1.10046 0.334
H 8.37542 0.06897 -0.14491 0.247

***

No. 4
16
Properties=species:S:1:pos:R:3:mulliken_charge:R:1 method="wB97M-V/def2-TZVPD" max_force_ev_per_a=1.969 homo_ev=-3.59 e_tot_ev=-9868.9758 homo_lumo_gap_ev=7.89 de_lowest_kj_mol=76.7 charge=-1
C 0.51825 -1.22747 -0.03812 -0.343
O -0.11472 -0.19810 0.57466 -0.862
C 0.44858 -1.22584 -1.63670 -0.427
N -0.04414 0.09103 -2.08889 -0.715
H -0.05117 -2.16570 0.17819 0.189
H 1.54913 -1.37496 0.35094 0.249
H -0.29363 -1.97093 -1.98059 0.180
H 1.40532 -1.51300 -2.12475 0.219
H -0.34208 0.48580 -1.17692 0.296
H -0.78002 -0.05783 -2.75851 0.196
H -0.53896 1.30383 0.88091 0.575
H -0.15053 2.79496 0.22846 0.269
O -0.61907 2.31898 0.89592 -0.829
H -0.38554 1.64163 2.57910 0.380
H -0.27273 0.12668 2.83233 0.350
O -0.32869 0.97092 3.28397 -0.725

***

Repeat the first record exactly.
13
Properties=species:S:1:pos:R:3:mulliken_charge:R:1 method="wB97M-V/def2-TZVPD" smiles="C#CC1=CCOC1" max_force_ev_per_a=0.526 homo_ev=-8.95 e_tot_ev=-8363.8209 homo_lumo_gap_ev=9.92 de_lowest_kj_mol=259.1
C -1.33578 -2.35545 1.53055 0.070
C -0.85354 -1.45489 0.89006 -0.562
C -0.28250 -0.31911 0.24185 0.253
C 0.57432 0.52658 0.81212 -0.403
C 0.84460 1.67337 -0.11021 -0.393
O 0.07278 1.40743 -1.27216 -0.381
C -0.59522 0.16085 -1.15857 -0.391
H -1.75852 -3.13332 2.12667 0.414
H 0.99405 0.42164 1.80593 0.426
H 0.52557 2.62700 0.33650 0.238
H 1.90893 1.76674 -0.37130 0.243
H -0.21921 -0.53858 -1.92048 0.233
H -1.67137 0.29655 -1.33015 0.254